Entry 1:
Below is a structure of composition C39H27CoN8O5S in a non-equilibrium geometry, with properties calculated with ωB97M-V/def2-TZVPD.

Geometry as XYZ:
```
81
Properties=species:S:1:pos:R:3
Co 0.00250 -0.01060 -0.02850
S 2.78650 -1.32230 -0.13140
O -0.00460 -9.06630 -0.00440
O 0.12590 -1.88920 -0.16290
O -1.03240 -2.48340 1.63980
O 0.93990 -8.44780 -1.83210
O -8.87770 0.14110 9.06020
N 0.06790 1.89010 -0.20060
N -0.02110 0.16430 2.10700
N 3.67580 1.58820 -0.08370
N 1.84820 0.04380 -0.19110
N -1.83780 -0.03260 0.15960
N -5.24100 0.03630 3.71910
N -3.69560 0.06830 5.31610
N 0.39590 -8.22280 -0.77340
C 6.79220 -1.15900 -0.00170
C 2.33880 1.31550 -0.15770
C 4.69750 0.67640 -0.06510
C -0.39880 -6.51870 0.80120
C 0.65590 -5.84750 -1.27550
C 6.02390 1.11790 -0.01550
C -7.88770 0.11470 8.15340
C -4.08480 -0.06740 -0.64280
C -1.68920 0.07490 3.83360
C -4.99070 0.05040 5.06720
C -0.38950 -2.75600 0.63750
C -1.31310 0.11380 2.47430
C 0.63750 4.62500 0.00280
C -3.08180 0.06580 4.11480
C -2.29380 0.05570 1.42530
C 0.91160 0.10580 3.03320
C -2.70410 -0.10760 -0.83940
C -0.57870 -5.19010 1.12880
C -0.68630 0.01880 4.80830
C -7.37760 0.05920 5.79710
C -8.29900 0.08350 6.81490
C 1.37350 2.33820 -0.15660
C 0.21340 -6.83610 -0.40510
C -0.14700 -4.19040 0.26150
C -6.00720 0.06470 6.08640
C -0.90500 2.80230 -0.16820
C -4.58140 -0.00330 0.63790
C 0.62690 0.01200 4.39770
C -8.54340 0.17340 10.42910
C -6.52190 0.11950 8.44750
C 5.48930 -1.61030 -0.03760
C 0.47430 -4.52260 -0.93730
C 1.66000 3.72340 -0.07750
C -0.68490 4.15510 -0.04840
C -5.60180 0.09440 7.42310
C -3.68190 0.03470 1.71530
C 7.05900 0.21040 0.00490
C 4.43110 -0.70560 -0.08250
C -4.03440 0.05030 3.08380
H -9.35780 0.08180 6.61410
H -4.74770 -0.08840 -1.49440
H 1.12890 -6.12990 -2.20270
H 1.43630 -0.06200 5.10790
H -2.29670 -0.19530 -1.83900
H -7.73260 0.03570 4.77740
H 8.07800 0.56220 0.02880
H -1.51700 4.83550 0.00540
H 2.68430 4.06130 -0.07140
H 7.60790 -1.86310 0.02310
H -5.64560 0.00370 0.81890
H -7.97410 1.07470 10.67490
H 0.83860 5.67850 0.10510
H -0.97400 -0.03230 5.84780
H 1.93750 0.13370 2.69040
H -6.15290 0.00220 3.29260
H -7.97670 -0.71660 10.71790
H 5.27130 -2.66540 -0.02910
H 0.80310 -3.73660 -1.59680
H 6.22370 2.17880 0.00500
H -1.05570 -4.90720 2.05360
H -4.54410 0.09750 7.63230
H -9.49240 0.18750 10.95950
H -1.92180 2.44190 -0.23610
H -6.16970 0.14450 9.46560
H 3.93790 2.56050 -0.01560
H -0.72540 -7.31260 1.45480
```

Computed properties:
HOMO (spin up / spin down)	-0.361 / -0.361	Eh
2S+1	2
orbital gap (spin up / spin down)	5.84 / 5.79	eV
LUMO energy (spin up / spin down)	-3.97 / -4.02	eV
charge	+1
largest force on an atom	0.100	hartree/bohr

Entry 2:
Below is a structure of composition C39H31GeN3O5PdS2, with properties calculated with ωB97M-V/def2-TZVPD.

Geometry as XYZ:
```
82
Properties=species:S:1:pos:R:3
Pd -1.16291 0.50402 -0.04583
Ge 0.01889 1.90877 1.43645
S -0.29292 -1.73756 -0.98427
S 3.67739 -1.18526 -1.87812
O -1.76000 2.38566 -0.69100
O -3.12507 -0.96562 0.89669
O 4.63524 -1.02238 -0.82023
O 3.95979 -0.57582 -3.15040
O -0.39031 4.45250 -1.37078
N 2.17220 -0.77021 -1.37842
N -4.06856 -0.77546 -1.24170
N -3.15845 0.13277 -1.44359
C -2.06020 2.07891 -4.33564
C 0.50407 5.49554 -1.69419
C -6.57343 -4.57230 0.90101
C 1.98525 -3.08922 -1.79427
C 2.64835 3.06516 1.43998
C -3.02283 0.60850 -2.66403
C 4.14366 -3.93775 -2.49128
C -1.65039 2.57419 -1.95542
C 2.01544 2.33261 -0.74623
C 3.86863 3.51130 0.94775
C -6.29720 -4.25018 -0.42024
C 2.61653 -2.68341 3.38945
C -0.73587 3.99430 -3.72244
C 1.52204 -0.81689 4.46646
C 1.13128 -0.13382 5.64594
C -4.87296 -2.45593 0.31203
C 0.51204 0.98593 3.12275
C -3.91898 -1.33102 0.04484
C -5.99971 -3.83699 1.92992
C 0.16796 1.60927 4.29750
C 2.23470 -5.40706 -2.26782
C -5.14360 -2.78804 1.63584
C 3.23870 2.76149 -1.24255
C 1.22469 -0.25020 3.20357
C 3.31620 -2.90382 -2.10226
C 4.16587 3.35755 -0.39938
C 1.42310 -4.35207 -1.87213
C -0.90864 3.72974 -2.39223
C 0.47936 1.05875 5.56461
C 2.34853 -2.10604 2.13144
C 1.67637 -0.92063 2.04401
C 2.21926 -2.04759 4.53127
C -2.24259 1.75035 -2.96426
C 3.57911 -5.20507 -2.57397
C -1.32586 3.16278 -4.70629
C 1.35329 -1.78334 -1.37964
C -1.04588 3.44961 1.99621
C -5.45538 -3.18791 -0.71643
C 1.70058 2.47571 0.59885
H 3.15353 -3.62224 3.44636
H -4.66081 -2.22091 2.42050
H -2.50690 1.43244 -5.08108
H 4.59533 3.95249 1.61986
H 2.44653 3.16364 2.50258
H -3.49964 0.06343 -3.48043
H 1.49741 -0.47604 1.07265
H -1.78164 3.19421 2.75615
H 2.43691 -2.47208 5.50503
H -1.16799 3.39298 -5.75147
H 0.01687 6.26812 -2.29785
H 5.12658 3.67551 -0.78597
H -0.34313 4.17956 2.40800
H 5.18717 -3.76443 -2.71805
H 3.47592 2.59498 -2.28662
H 0.18740 1.58700 6.46445
H 1.32496 1.82678 -1.41210
H -6.73699 -4.82882 -1.22268
H 0.38007 -4.49025 -1.61958
H 1.37686 5.10521 -2.22443
H 0.82257 5.92392 -0.74732
H -7.23325 -5.40017 1.12989
H -6.21061 -4.08976 2.96128
H -0.36992 2.54862 4.27916
H -0.13585 4.83658 -4.03754
H -5.24374 -2.92089 -1.74203
H 1.82075 -6.40518 -2.33622
H 1.36806 -0.57696 6.60700
H 2.68848 -2.59782 1.22915
H 4.19137 -6.04642 -2.87362
H -1.53307 3.87269 1.12341
```

Computed properties:
HOMO (spin up / spin down)	-0.181 / -0.189	Eh
2S+1	2
orbital gap (spin up / spin down)	6.92 / 5.68	eV
LUMO energy (spin up / spin down)	2.00 / 0.54	eV
charge	-1
largest force on an atom	0.017	hartree/bohr

Entry 3:
Below is the molecule C4H7N in a non-equilibrium geometry, with properties calculated with ωB97M-V/def2-TZVPD.

Geometry as XYZ:
```
12
Properties=species:S:1:pos:R:3
N -1.37921 -1.97172 1.15624
C -0.31139 0.46314 0.41285
C -0.00392 0.98080 -1.01114
C -0.52463 -1.42391 0.46092
C 1.05213 0.84665 0.00143
H 1.83922 0.25840 -0.37472
H 0.09763 -1.67154 -0.42373
H 0.06478 0.55941 -1.95462
H -1.32496 -2.96792 1.23458
H -0.24519 1.99027 -1.07027
H 1.45205 1.82403 0.44314
H -0.71651 1.11238 1.12532
```

Computed properties:
HOMO	-0.333	Eh
orbital gap	10.24	eV
LUMO energy	1.16	eV
SMILES	[H]/N=C/C1CC1
largest force on an atom	0.117	hartree/bohr